Version A
The following is a DFT calculation (ωB97M-V/def2-TZVPD) of a 2-piece molecular cluster, C4H9NOS overall.

Calculated values
Frontier orbital gap, eV: 3.053

Each line ends with the natural charge from an NBO analysis.
Positions of all 16 atoms, in Å:
O  -2.992  1.368  -0.178  -0.429
C  -2.032  0.790  0.253  0.401
N  -0.596  1.808  0.683  -0.420
C  -0.606  1.009  -0.436  -0.045
C  0.279  -0.207  -0.390  -0.443
S  1.078  -3.174  -0.353  -0.549
C  1.579  0.044  0.383  -0.601
H  -2.122  -0.027  0.967  0.191
H  -0.997  2.732  0.472  0.365
H  -0.656  1.492  -1.399  0.231
H  -0.246  -1.075  0.055  0.264
H  0.484  -0.552  -1.414  0.252
H  1.130  -4.517  -0.357  0.114
H  2.225  -0.824  0.322  0.253
H  2.095  0.881  -0.033  0.201
H  1.377  0.251  1.424  0.217

Version B
The following is a DFT calculation (ωB97M-V/def2-TZVPD) of a 2-piece molecular cluster, C4H9NOS overall.

Calculated values
Frontier orbital gap, eV: 5.209

Each line ends with the natural charge from an NBO analysis.
Positions of all 16 atoms, in Å:
C  1.641  1.719  0.516  -0.417
N  0.333  1.088  0.843  -0.505
C  0.141  -0.157  0.506  0.345
C  -0.983  -0.512  -0.321  -0.688
S  -1.702  0.782  -1.303  -0.460
C  0.967  -1.180  1.188  0.344
O  0.878  -2.351  0.969  -0.439
H  1.656  2.714  0.958  0.229
H  1.828  1.670  -0.552  0.227
H  2.459  1.169  0.979  0.206
H  -0.447  1.628  0.439  0.431
H  1.600  -2.787  -3.118  0.009
H  -1.784  -0.905  0.332  0.309
H  -0.647  -1.341  -0.953  0.288
H  1.346  -2.178  -2.768  -0.009
H  1.713  -0.825  1.918  0.129

version B comes first in stability; the runner-up is 251.2 kJ/mol higher.

Version A
The following is a DFT calculation (ωB97M-V/def2-TZVPD) of one molecule with the formula C8H17NO3S.

Calculated values
Frontier orbital gap, eV: 8.542
Structure (SMILES): C=[S@@](C)(=O)[C@H](C(=O)NO)C(C)(C)C

Each line ends with the natural charge from an NBO analysis.
Positions of all 30 atoms, in Å:
C  0.320  2.787  1.021  -0.929
S  1.005  1.251  0.733  1.691
C  2.643  1.724  -0.171  -0.744
O  1.420  0.645  1.993  -0.962
C  0.361  -0.357  -0.144  -0.451
C  -0.087  0.158  -1.547  0.600
O  -1.121  0.806  -1.638  -0.651
N  0.772  0.158  -2.546  -0.314
O  0.278  0.735  -3.694  -0.533
C  -0.822  -0.994  0.596  -0.049
C  -0.277  -1.585  1.940  -0.602
C  -1.130  -2.237  -0.301  -0.618
C  -2.132  -0.264  0.854  -0.613
H  -0.205  2.469  1.877  0.205
H  -0.200  3.345  0.305  0.224
H  2.496  2.275  -1.129  0.231
H  3.206  2.316  0.449  0.245
H  2.948  0.767  -0.441  0.200
H  1.102  -1.102  -0.139  0.233
H  1.579  -0.481  -2.680  0.406
H  -0.553  1.005  -3.268  0.488
H  -0.372  -0.872  2.709  0.226
H  0.745  -1.710  1.846  0.210
H  -0.753  -2.480  2.327  0.208
H  -1.685  -2.094  -1.312  0.215
H  -0.233  -2.724  -0.543  0.197
H  -1.832  -2.982  0.067  0.226
H  -2.165  0.541  1.595  0.220
H  -2.653  0.003  -0.054  0.236
H  -2.654  -1.102  1.294  0.205

Version B
The following is a DFT calculation (ωB97M-V/def2-TZVPD) of a 2-piece molecular cluster, C8H17NO3S overall.

Calculated values
Frontier orbital gap (alpha / beta), eV: 7.521 / 7.517

Each line ends with the natural charge from an NBO analysis.
Positions of all 30 atoms, in Å:
C  -0.389  2.455  -0.532  0.385
C  -2.865  0.752  1.551  -0.608
C  0.632  -2.162  -1.727  -0.638
C  2.070  -1.042  1.791  -0.604
C  -2.037  0.187  0.340  -0.464
C  0.298  -0.665  -1.357  -0.224
C  1.668  -0.064  0.641  -0.217
C  -0.616  0.546  0.671  -0.227
N  0.392  -0.403  0.124  -0.382
O  2.019  2.336  -1.671  -0.965
O  0.211  1.485  -3.133  -0.952
O  -1.237  3.234  -0.433  -0.543
S  0.762  2.609  -2.320  1.590
H  -2.484  1.741  1.602  0.216
H  -2.804  0.326  2.581  0.206
H  -3.933  0.676  1.444  0.214
H  1.469  -2.339  -0.983  0.192
H  -0.106  -2.908  -1.516  0.216
H  1.123  -2.386  -2.734  0.250
H  1.991  -2.011  1.358  0.198
H  2.930  -0.789  2.300  0.231
H  1.287  -1.038  2.475  0.200
H  -2.181  -0.946  0.354  0.173
H  -2.342  0.645  -0.537  0.216
H  -0.685  -0.470  -1.661  0.222
H  0.956  0.072  -1.828  0.267
H  2.439  -0.034  -0.137  0.234
H  1.675  0.909  1.065  0.235
H  -0.358  0.526  1.757  0.183
H  0.114  -1.242  0.513  0.396

Version C
The following is a DFT calculation (ωB97M-V/def2-TZVPD) of one molecule with the formula C8H17NO3S.

Calculated values
Frontier orbital gap, eV: 9.599
Structure (SMILES): NCCCC[C@@H]1CCCOS1(=O)=O

Each line ends with the natural charge from an NBO analysis.
Positions of all 30 atoms, in Å:
N  -3.064  -1.920  0.014  -0.827
C  -1.818  -2.218  -0.683  -0.215
C  -0.539  -2.041  0.148  -0.425
C  0.736  -1.802  -0.667  -0.400
C  0.758  -0.514  -1.497  -0.407
C  0.999  0.818  -0.724  -0.491
C  1.588  0.703  0.687  -0.411
C  1.629  2.027  1.456  -0.428
C  0.293  2.744  1.470  -0.084
O  -0.130  3.023  0.112  -0.708
S  -0.524  1.737  -0.725  2.404
O  -0.806  2.202  -2.041  -0.917
O  -1.507  0.995  0.016  -0.968
H  -3.115  -2.441  0.883  0.343
H  -3.078  -0.935  0.255  0.366
H  -1.871  -3.250  -1.043  0.182
H  -1.794  -1.585  -1.571  0.185
H  -0.707  -1.229  0.860  0.205
H  -0.391  -2.948  0.745  0.199
H  1.601  -1.823  -0.001  0.201
H  0.872  -2.646  -1.349  0.212
H  -0.176  -0.434  -2.054  0.228
H  1.536  -0.589  -2.258  0.221
H  1.669  1.443  -1.320  0.244
H  2.614  0.346  0.566  0.224
H  1.057  -0.047  1.271  0.221
H  1.900  1.826  2.496  0.224
H  2.395  2.688  1.043  0.212
H  0.354  3.716  1.952  0.208
H  -0.481  2.152  1.961  0.203

version C comes first in stability; the runner-up is 473.9 kJ/mol higher.

Version A
The following is a DFT calculation (ωB97M-V/def2-TZVPD) of an isolated ion of composition C3H3N2O and charge +1.

Calculated values
Net charge: +1
Frontier orbital gap (alpha / beta), eV: 7.758 / 7.712
Structure (SMILES): CC(C#N)=[N+]=O

Each line ends with the natural charge from an NBO analysis.
Positions of all 9 atoms, in Å:
C  -0.041  -0.052  -0.026  -0.697
C  -0.760  -1.301  0.121  0.249
C  -0.915  -2.081  1.377  0.200
N  -1.338  -3.030  1.838  -0.119
N  -1.418  -2.102  -0.596  0.310
O  -1.957  -3.111  -0.402  0.145
H  0.361  0.278  0.932  0.297
H  -0.696  0.739  -0.404  0.307
H  0.801  -0.163  -0.716  0.307

Version B
The following is a DFT calculation (ωB97M-V/def2-TZVPD) of an isolated ion of composition C3H3N2O and charge +1.

Calculated values
Net charge: +1
Frontier orbital gap, eV: 10.730
Structure (SMILES): [NH2+]=C1[C@H]2C(=O)N12

Each line ends with the natural charge from an NBO analysis.
Positions of all 9 atoms, in Å:
N  1.822  0.075  0.159  -0.672
C  0.385  0.064  0.005  0.494
C  -0.812  0.245  -0.757  -0.101
C  -1.553  -0.668  0.030  0.655
O  -2.350  -1.460  0.211  -0.327
N  -0.568  0.019  0.922  -0.230
H  2.465  0.512  -0.450  0.457
H  1.850  0.093  1.141  0.429
H  -1.240  1.119  -1.261  0.295

version B comes first in stability; the runner-up is 328.8 kJ/mol higher.

Version A
The following is a DFT calculation (ωB97M-V/def2-TZVPD) of C5H7NO2 as an isolated structure.

Calculated values
Frontier orbital gap, eV: 8.586

Each line ends with the natural charge from an NBO analysis.
Positions of all 15 atoms, in Å:
C  1.668  -0.470  0.040  -0.650
C  0.169  -0.384  0.015  -0.139
C  -0.592  -1.460  -0.255  -0.296
C  -0.359  0.811  1.532  0.466
N  -0.211  0.682  2.687  -0.356
H  2.019  -0.443  1.072  0.241
H  2.137  0.377  -0.465  0.217
H  2.024  -1.387  -0.425  0.223
H  -0.162  -2.434  -0.439  0.200
H  -1.671  -1.400  -0.285  0.185
C  -0.536  1.076  -0.631  0.426
O  -1.653  1.050  -1.376  -0.666
O  -0.725  1.742  0.575  -0.500
H  -2.392  0.720  -0.842  0.483
H  0.283  1.520  -1.202  0.166

Version B
The following is a DFT calculation (ωB97M-V/def2-TZVPD) of one molecule with the formula C5H7NO2.

Calculated values
Frontier orbital gap, eV: 10.061
Structure (SMILES): Cc1cc(=O)n(C)o1

Each line ends with the natural charge from an NBO analysis.
Positions of all 15 atoms, in Å:
C  1.483  -1.979  0.108  -0.668
C  0.435  -0.928  0.053  0.386
C  -0.853  -1.106  -0.282  -0.426
C  -1.465  0.184  -0.074  0.615
O  -2.595  0.510  -0.365  -0.591
N  -0.413  1.026  0.498  -0.161
C  -0.345  2.405  0.076  -0.433
O  0.841  0.362  0.319  -0.322
H  1.874  -2.066  1.127  0.238
H  1.094  -2.956  -0.194  0.234
H  2.313  -1.722  -0.557  0.235
H  -1.368  -1.988  -0.612  0.248
H  0.454  2.913  0.623  0.215
H  -1.303  2.892  0.281  0.239
H  -0.151  2.452  -1.000  0.190

version B comes first in stability; the runner-up is 235.2 kJ/mol higher.

Version A
The following is a DFT calculation (ωB97M-V/def2-TZVPD) of C5H7NO2 as an isolated structure.

Calculated values
Frontier orbital gap, eV: 10.252

Each line ends with the natural charge from an NBO analysis.
Positions of all 15 atoms, in Å:
C  1.254  -0.605  0.110  0.708
C  0.196  1.773  0.011  -0.248
C  -0.771  0.594  -0.277  0.082
C  -1.672  -1.123  -0.008  -0.079
C  -0.253  -0.641  0.416  -0.403
H  2.296  0.919  -0.609  0.386
H  0.013  2.726  0.740  0.245
H  0.543  2.255  -1.114  0.201
H  -0.690  0.373  -1.444  0.162
H  -2.359  -1.533  0.884  0.208
H  -1.995  -1.509  -1.049  0.207
H  -0.312  -0.785  1.637  0.253
N  1.430  0.882  0.382  -0.662
O  2.133  -1.294  -0.316  -0.535
O  -2.137  0.219  -0.087  -0.526

Version B
The following is a DFT calculation (ωB97M-V/def2-TZVPD) of one molecule with the formula C5H7NO2.

Calculated values
Frontier orbital gap, eV: 9.531
Structure (SMILES): O=C1CN2CC1(O)C2

Each line ends with the natural charge from an NBO analysis.
Positions of all 15 atoms, in Å:
O  2.183  -0.034  -1.087  -0.509
C  1.124  -0.307  -0.602  0.552
C  0.620  -1.449  0.259  -0.384
N  -0.794  -0.848  0.752  -0.342
C  -1.258  -0.237  -0.596  -0.270
C  -0.063  0.734  -0.443  0.120
O  0.133  1.890  -1.119  -0.682
C  -0.208  0.557  1.037  -0.281
H  1.268  -1.578  1.158  0.229
H  0.357  -2.403  -0.246  0.235
H  -1.332  -0.934  -1.446  0.215
H  -2.175  0.262  -0.165  0.215
H  0.534  2.584  -0.577  0.489
H  -1.031  1.229  1.364  0.205
H  0.642  0.533  1.711  0.207

Version C
The following is a DFT calculation (ωB97M-V/def2-TZVPD) of C5H7NO2 as an isolated structure.

Calculated values
Frontier orbital gap, eV: 7.849

Each line ends with the natural charge from an NBO analysis.
Positions of all 15 atoms, in Å:
C  -0.128  -1.033  0.246  -0.126
C  -0.936  -0.088  -0.588  0.078
C  -0.273  0.443  0.641  0.137
C  0.873  1.323  0.391  0.033
C  1.912  1.839  0.099  -0.256
H  2.100  -0.167  -0.124  0.390
H  1.593  -1.899  -0.985  0.377
H  -0.414  -1.970  0.792  0.234
H  -0.540  0.294  -1.549  0.212
H  -2.924  -0.728  -1.473  0.442
H  -1.901  -0.222  1.837  0.477
H  2.604  2.632  -0.132  0.249
N  1.134  -0.950  -0.634  -0.932
O  -2.257  -0.092  -0.405  -0.673
O  -0.842  0.616  1.885  -0.641

version B comes first in stability; the runner-up is 334.2 kJ/mol higher.

Version A
The following is a DFT calculation (ωB97M-V/def2-TZVPD) of C5H7NO2 as an isolated structure.

Calculated values
Frontier orbital gap, eV: 7.957

Each line ends with the natural charge from an NBO analysis.
Positions of all 15 atoms, in Å:
C  2.232  -0.339  0.152  -0.671
C  0.798  0.310  -0.324  0.013
C  -1.174  1.280  -0.093  -0.135
C  -1.403  0.034  -0.105  0.188
C  -0.254  -0.661  -0.302  0.219
H  2.371  -0.370  1.301  0.220
H  2.428  -1.428  0.179  0.243
H  3.469  0.115  -0.336  0.195
H  0.418  2.606  -0.877  0.300
H  -1.782  2.075  0.160  0.200
H  -3.612  -0.192  0.654  0.519
H  -0.955  -2.411  -0.719  0.478
N  0.170  1.504  0.205  -0.423
O  -2.627  -0.642  0.113  -0.743
O  -0.079  -1.881  -0.008  -0.604

Version B
The following is a DFT calculation (ωB97M-V/def2-TZVPD) of one molecule with the formula C5H7NO2.

Calculated values
Frontier orbital gap (alpha / beta), eV: 7.336 / 7.337
Structure (SMILES): CC(=O)OC(C)=C=N

Each line ends with the natural charge from an NBO analysis.
Positions of all 15 atoms, in Å:
C  1.372  -1.833  0.353  -0.724
C  1.088  -0.687  -0.578  0.803
O  1.853  -0.209  -1.373  -0.503
O  -0.439  -0.638  -0.724  -0.533
C  -0.841  0.570  -0.273  0.203
C  -2.255  0.721  0.165  -0.658
C  0.191  1.389  0.046  0.238
N  0.755  2.453  -0.121  -0.638
H  0.726  -1.792  1.229  0.241
H  1.212  -2.770  -0.186  0.256
H  2.418  -1.785  0.658  0.237
H  -2.532  1.775  0.233  0.233
H  -2.407  0.247  1.140  0.225
H  -2.912  0.218  -0.549  0.242
H  1.771  2.343  -0.020  0.377

Version C
The following is a DFT calculation (ωB97M-V/def2-TZVPD) of one molecule with the formula C5H7NO2.

Calculated values
Frontier orbital gap (alpha / beta), eV: 8.149 / 8.150
Structure (SMILES): C/C(N)=C/C(=O)C=O

Each line ends with the natural charge from an NBO analysis.
Positions of all 15 atoms, in Å:
C  -1.302  0.078  -1.352  -0.688
C  -0.049  0.341  -0.559  0.359
N  1.135  -0.008  -1.152  -0.781
C  -0.127  1.039  0.633  -0.532
C  0.500  0.384  1.736  0.454
O  1.036  0.823  2.731  -0.539
C  0.437  -1.243  1.567  0.337
O  -0.316  -1.935  2.221  -0.506
H  -2.178  0.028  -0.702  0.245
H  -1.232  -0.862  -1.908  0.232
H  -1.432  0.883  -2.083  0.235
H  1.960  0.480  -0.813  0.410
H  1.097  -0.201  -2.150  0.401
H  -0.833  1.840  0.824  0.256
H  1.303  -1.647  1.008  0.118

Version D
The following is a DFT calculation (ωB97M-V/def2-TZVPD) of a 2-piece molecular cluster, C5H7NO2 overall.

Calculated values
Frontier orbital gap, eV: 9.367
Structure (SMILES): CC=C=O.CN=C=O

Each line ends with the natural charge from an NBO analysis.
Positions of all 15 atoms, in Å:
C  1.215  -1.954  -0.202  -0.595
C  1.532  -0.480  -0.032  -0.569
C  1.627  0.121  1.098  0.719
O  1.827  0.550  2.165  -0.465
H  2.093  -2.523  -0.353  0.211
H  0.501  -2.117  -0.910  0.209
H  0.603  -2.337  0.666  0.231
H  1.969  -0.158  -0.933  0.256
C  -1.749  1.990  -0.719  -0.413
N  -1.330  0.755  -0.296  -0.517
C  -1.326  -0.037  0.553  0.867
O  -1.189  -0.888  1.351  -0.557
H  -1.248  2.367  -1.600  0.215
H  -2.854  1.968  -0.945  0.204
H  -1.672  2.742  0.158  0.203

version D comes first in stability; the runner-up is 40.2 kJ/mol higher.